{
  "formula": "C33H47N10S2Ti",
  "method": "ωB97M-V/def2-TZVPD",
  "elements": ["Ti", "C", "C", "N", "C", "C", "N", "C", "C", "C", "N", "C", "C", "N", "C", "H", "H", "H", "H", "H", "H", "H", "H", "H", "H", "H", "H", "H", "H", "H", "H", "H", "H", "H", "H", "H", "H", "H", "H", "S", "C", "S", "C", "C", "N", "C", "N", "C", "C", "N", "C", "N", "C", "C", "C", "N", "C", "H", "H", "H", "H", "H", "H", "H", "H", "H", "H", "H", "H", "H", "C", "C", "C", "C", "C", "C", "N", "C", "C", "C", "C", "C", "C", "H", "H", "H", "H", "H", "H", "H", "H", "H", "H"],
  "xyz": [[0.825, 0.677, 0.778], [1.695, -3.501, 0.065], [0.843, -2.687, 1.044], [1.392, -1.403, 1.508], [2.684, -1.512, 2.168], [3.798, -1.056, 1.249], [3.552, 0.284, 0.723], [4.528, 0.574, -0.328], [4.198, 1.707, -1.310], [2.769, 2.223, -1.353], [1.716, 1.198, -1.461], [1.735, 0.453, -2.734], [2.302, -0.963, -2.647], [1.915, -1.565, -1.397], [1.739, -2.998, -1.375], [1.302, -4.523, 0.057], [2.711, -3.574, 0.460], [0.675, -3.314, 1.928], [-0.148, -2.483, 0.624], [0.632, -1.140, 2.322], [2.888, -2.545, 2.477], [2.651, -0.914, 3.084], [3.824, -1.720, 0.384], [4.771, -1.129, 1.759], [3.635, 0.947, 1.491], [4.619, -0.351, -0.901], [5.521, 0.758, 0.105], [4.495, 1.372, -2.308], [4.822, 2.578, -1.094], [2.693, 2.912, -2.205], [2.560, 2.815, -0.466], [0.806, 1.675, -1.483], [2.305, 1.017, -3.482], [0.705, 0.396, -3.076], [3.397, -0.957, -2.722], [1.929, -1.516, -3.525], [1.052, -1.141, -1.081], [2.579, -3.469, -1.896], [0.827, -3.308, -1.915], [0.419, 3.137, 0.775], [1.584, 3.106, 2.066], [1.611, 1.621, 2.947], [2.421, 4.176, 2.320], [2.392, 5.349, 1.518], [2.388, 6.291, 0.853], [3.392, 4.132, 3.357], [4.193, 4.118, 4.185], [-3.017, -1.845, -3.542], [-2.444, -1.830, -2.141], [-1.518, -0.712, -2.033], [-1.878, 0.540, -2.520], [-1.187, 1.547, -2.115], [-1.554, 2.878, -2.559], [-3.028, 2.972, -2.917], [-3.336, 1.891, -3.935], [-2.892, 0.592, -3.447], [-3.753, -0.538, -3.750], [-3.698, -2.686, -3.679], [-2.206, -1.933, -4.270], [-1.895, -2.746, -1.919], [-3.258, -1.748, -1.409], [-1.137, -0.606, -1.095], [-0.942, 3.171, -3.425], [-1.307, 3.582, -1.760], [-3.284, 3.955, -3.313], [-3.624, 2.797, -2.017], [-2.848, 2.121, -4.891], [-4.410, 1.829, -4.125], [-4.086, -0.436, -4.786], [-4.649, -0.514, -3.113], [-1.500, -1.742, 6.247], [-0.467, -2.543, 5.783], [0.110, -2.272, 4.543], [-0.289, -1.221, 3.698], [-1.328, -0.439, 4.225], [-1.926, -0.679, 5.458], [-0.800, 0.173, 0.854], [-2.166, 0.033, 0.871], [-2.983, 1.097, 0.456], [-4.358, 0.938, 0.402], [-4.948, -0.265, 0.769], [-4.148, -1.310, 1.212], [-2.770, -1.170, 1.266], [-1.961, -1.935, 7.210], [-0.110, -3.371, 6.389], [0.928, -2.928, 4.233], [-1.692, 0.413, 3.652], [-2.726, -0.035, 5.811], [-2.513, 2.032, 0.186], [-4.977, 1.769, 0.082], [-6.024, -0.378, 0.733], [-4.600, -2.240, 1.536], [-2.141, -1.959, 1.657]],
  "atomic_forces_ev_per_a": [[0.22, -1.16, 0.41], [-0.05, -0.08, 0.04], [0.12, 0.16, -0.05], [-0.13, 0.71, -0.34], [-0.08, -0.09, -0.04], [0.07, -0.08, 0.08], [-0.09, 0.38, 0.09], [0.00, -0.16, -0.09], [0.02, 0.00, -0.03], [0.09, -0.06, 0.02], [-0.69, 0.07, 0.20], [0.27, -0.07, 0.05], [0.02, 0.07, -0.07], [-0.01, 0.01, 0.00], [0.00, -0.08, 0.02], [0.01, 0.01, 0.02], [0.01, 0.01, -0.01], [-0.08, 0.01, 0.00], [0.02, -0.02, -0.05], [-0.32, -0.41, 0.96], [-0.01, 0.01, 0.05], [0.05, 0.00, -0.01], [0.03, -0.01, 0.00], [-0.02, 0.04, 0.00], [0.09, 0.04, -0.04], [-0.03, 0.01, -0.01], [0.00, -0.03, -0.02], [0.02, 0.01, 0.00], [-0.03, 0.02, 0.00], [-0.02, 0.01, 0.04], [0.03, -0.02, 0.01], [0.05, 0.21, -0.23], [-0.07, 0.04, -0.01], [-0.08, -0.05, 0.02], [-0.01, -0.01, -0.01], [0.00, 0.00, 0.01], [-0.02, -0.01, -0.01], [0.00, 0.03, -0.01], [0.01, 0.00, 0.01], [-0.05, -0.06, 0.04], [-0.06, 0.11, -0.08], [-0.13, 0.00, -0.09], [-0.05, -0.22, 0.02], [-0.07, 0.16, -0.19], [0.01, 0.00, 0.05], [0.13, -0.01, 0.18], [0.00, -0.01, -0.02], [0.03, 0.01, 0.02], [-0.06, 0.02, 0.01], [-0.09, -0.01, -0.08], [0.07, 0.01, 0.02], [0.07, 0.04, -0.07], [-0.02, -0.02, -0.01], [0.01, -0.01, -0.01], [0.01, 0.01, 0.03], [0.04, 0.01, 0.01], [-0.03, -0.01, 0.01], [-0.02, 0.01, 0.02], [0.00, -0.02, -0.01], [0.01, 0.00, -0.02], [0.02, -0.01, -0.01], [0.12, 0.10, -0.14], [-0.03, 0.00, 0.01], [0.00, 0.00, 0.00], [0.01, 0.00, -0.01], [-0.02, 0.02, -0.01], [-0.02, 0.00, 0.00], [0.00, 0.00, 0.02], [0.02, -0.01, -0.01], [-0.01, 0.00, -0.02], [-0.02, 0.01, 0.01], [-0.01, 0.00, 0.02], [-0.01, -0.02, -0.04], [0.28, -0.18, 0.09], [0.01, 0.09, -0.10], [-0.01, -0.02, 0.02], [0.72, 0.57, -0.92], [-0.24, -0.05, 0.24], [-0.03, -0.13, 0.08], [0.03, 0.05, -0.03], [-0.10, -0.03, -0.01], [0.02, -0.02, 0.03], [0.02, 0.15, 0.00], [0.00, 0.00, 0.00], [0.00, 0.01, -0.02], [0.00, 0.01, -0.01], [0.01, 0.02, -0.01], [0.01, 0.00, -0.01], [0.04, 0.02, 0.01], [-0.01, 0.00, 0.00], [0.01, 0.00, 0.00], [0.00, 0.00, 0.00], [0.02, -0.01, 0.00]],
  "lowdin_charge": [0.660, -0.169, -0.216, -0.215, -0.245, -0.224, -0.091, -0.208, -0.157, -0.235, -0.119, -0.180, -0.213, -0.066, -0.229, 0.109, 0.095, 0.107, 0.098, 0.015, 0.118, 0.087, 0.091, 0.124, 0.070, 0.094, 0.117, 0.099, 0.110, 0.124, 0.048, 0.025, 0.119, 0.092, 0.101, 0.114, 0.058, 0.115, 0.109, 0.618, -1.095, 0.672, -0.390, -0.274, 0.132, -0.265, 0.134, -0.164, -0.187, 0.081, -0.385, 0.055, -0.226, -0.163, -0.160, -0.038, -0.171, 0.114, 0.118, 0.113, 0.107, 0.069, 0.116, 0.091, 0.113, 0.104, 0.123, 0.117, 0.119, 0.126, -0.147, -0.144, -0.164, -0.148, -0.162, -0.129, -0.110, -0.375, -0.041, -0.099, -0.120, -0.103, -0.049, 0.080, 0.080, 0.064, 0.077, 0.084, 0.090, 0.094, 0.089, 0.099, 0.100],
  "gap_ev": [6.0, 6.0],
  "e_above_lowest_kj_mol": 307.0,
  "e_lumo_ev": [2.2, 2.2],
  "charge": -1,
  "total_energy_ev": -94672.527
}